(1)
74
Properties=species:S:1:pos:R:3:lowdin_charge:R:1 method="wB97M-V/def2-TZVPD" orbital_gap_ha="0.2890 / 0.3336" charge=+1 spin_multiplicity=2 e_homo_ev="-12.00 / -12.05" max_force_ev_per_a=0.6
Co -0.04116 -0.38868 -0.73826 0.218
C 3.28871 0.36094 0.82827 -0.263
C 2.86749 -1.11171 0.83559 -0.299
P 1.05897 -1.29247 0.95145 1.032
C 0.63890 -0.79447 2.63185 -0.348
C -0.09334 0.35958 2.88023 -0.085
C -0.37795 0.73745 4.18536 -0.056
C 0.06676 -0.04047 5.24166 -0.054
C 0.79697 -1.19992 4.99925 -0.056
C 1.08212 -1.57890 3.70024 -0.077
C 0.70122 -3.06073 0.85535 -0.355
C -0.50071 -3.52343 1.39128 -0.088
C -0.85625 -4.85388 1.25298 -0.048
C -0.02008 -5.73028 0.57342 -0.056
C 1.17407 -5.27525 0.03365 -0.065
C 1.53600 -3.94225 0.17048 -0.088
C 3.07515 1.00548 -0.54364 -0.301
P 1.32212 1.30128 -0.91956 1.026
C 0.84180 2.85507 -0.13086 -0.327
C -0.44198 3.00338 0.38721 -0.098
C -0.83711 4.21814 0.93024 -0.051
C 0.04539 5.28629 0.95528 -0.054
C 1.32011 5.15188 0.41776 -0.059
C 1.71583 3.94437 -0.13027 -0.073
C 1.17292 1.59997 -2.69972 -0.341
C -0.12259 1.83968 -3.16832 -0.090
C -0.35228 2.00829 -4.52455 -0.054
C 0.70819 1.94519 -5.41871 -0.055
C 1.99712 1.71322 -4.95739 -0.060
C 2.23262 1.53372 -3.60118 -0.078
H 4.34647 0.42860 1.08228 0.121
H 2.75651 0.92309 1.60269 0.109
H 3.32766 -1.65910 1.65953 0.104
H 3.18848 -1.58367 -0.09616 0.083
H -0.45419 0.96031 2.05775 0.074
H -0.95420 1.63410 4.37130 0.114
H -0.15978 0.24964 6.25897 0.114
H 1.13672 -1.81041 5.82502 0.113
H 1.63559 -2.49254 3.51540 0.116
H -1.16358 -2.84314 1.91426 0.114
H -1.79025 -5.20492 1.67058 0.117
H -0.30027 -6.76960 0.46593 0.113
H 1.83065 -5.95873 -0.48805 0.111
H 2.47621 -3.60849 -0.25042 0.099
H 3.47453 0.35252 -1.32313 0.091
H 3.60431 1.95569 -0.61580 0.088
H -1.15224 2.18736 0.33988 0.073
H -1.83857 4.32618 1.32540 0.115
H -0.26202 6.23207 1.38124 0.114
H 2.00155 5.99185 0.41938 0.113
H 2.70306 3.86158 -0.56692 0.103
H -0.95308 1.91183 -2.47214 0.101
H -1.35701 2.19302 -4.88055 0.117
H 0.53060 2.08200 -6.47698 0.115
H 2.82352 1.67413 -5.65438 0.114
H 3.24362 1.35326 -3.25950 0.102
O 1.01986 -1.47646 -2.32589 -0.044
H 0.61439 -2.35623 -2.31307 0.080
H 0.86076 -1.12685 -3.21364 0.082
F -2.07474 -1.04526 -3.56932 0.128
C -3.11269 -0.73143 -2.77945 -0.663
F -4.14485 -1.48591 -3.09337 0.181
F -3.40478 0.54391 -2.96457 0.161
S -2.59721 -1.03383 -1.00325 0.645
O -1.48333 -1.99024 -1.09575 -0.311
O -2.03526 0.27530 -0.60538 -0.349
N -3.77015 -1.57197 -0.21154 -0.270
S -4.97588 -0.59723 0.29189 0.638
O -6.04071 -1.43305 0.71238 -0.233
O -5.16709 0.50139 -0.59859 -0.256
C -4.23194 0.13285 1.85728 -0.660
F -5.12240 0.07501 2.83186 0.164
F -3.13825 -0.54013 2.23252 0.118
F -3.88908 1.40203 1.65322 0.138

---

(2)
78
Properties=species:S:1:pos:R:3:lowdin_charge:R:1 method="wB97M-V/def2-TZVPD" orbital_gap_ha="0.1554 / 0.2571" charge=-1 spin_multiplicity=5 relative_energy_kcal_mol=42.3 e_homo_ev="-2.41 / -5.26" max_force_ev_per_a=1.6
Fe 0.10804 -0.37490 0.23581 0.057
S -0.38907 1.60734 1.13942 0.728
C -2.07855 1.54081 1.50372 -0.660
C -2.74401 2.70908 1.90796 -0.057
C -4.10427 2.72951 2.14617 -0.191
C -4.73826 3.97037 2.52167 -0.176
N -5.22580 4.96741 2.81462 0.158
C -4.85942 1.55658 2.00576 -0.195
C -4.20770 0.38516 1.64914 -0.064
C -2.84109 0.36257 1.40606 -0.601
S -2.14875 -1.15771 0.83867 0.613
C -6.28380 1.55825 2.21009 -0.186
N -7.42236 1.56082 2.36888 0.151
H -2.17453 3.62411 2.00543 0.114
H -4.78666 -0.52365 1.53980 0.113
N -2.27883 1.24942 -1.74503 0.034
N -2.17168 0.54478 -2.96606 -0.047
C -1.30279 -0.53296 -2.97267 -0.438
N -1.08470 -1.05558 -4.23169 0.133
N -0.73524 -0.89420 -1.86745 0.069
N 0.04838 -1.99533 -1.76750 -0.407
O 0.59425 -2.09928 -0.55736 -0.220
O 0.27386 -2.87486 -2.66580 -0.090
H -2.97753 1.96911 -1.84648 0.085
H -1.38968 1.64928 -1.45386 0.047
H -2.00797 1.11742 -3.78310 0.120
H -1.91627 -1.10891 -4.80264 0.089
H -0.56543 -1.93426 -4.14576 0.070
C 7.42241 1.20047 -1.71949 -0.062
C 6.89561 -0.22451 -1.58878 -0.189
N 5.43220 -0.28390 -1.56354 -0.033
C 4.80996 -0.36088 -0.35857 0.032
C 3.48527 -0.17371 -0.14148 -0.007
C 2.99935 -0.38304 1.28551 -0.584
O 3.85727 -0.41717 2.16419 0.023
O 1.74689 -0.55416 1.45652 -0.261
C 2.65791 0.20250 -1.24543 -0.281
O 1.47436 0.52558 -1.16672 -0.031
C 3.31057 0.20366 -2.55851 -0.042
C 2.54302 0.42972 -3.69655 0.091
C 3.12797 0.43515 -4.92255 -0.194
F 2.37106 0.68424 -6.00996 0.066
C 4.50558 0.20801 -5.10501 -0.165
C 5.26270 -0.01616 -3.97690 0.050
C 4.68032 -0.01852 -2.69780 -0.123
N 5.03223 0.24700 -6.39810 -0.082
C 4.49584 -0.71609 -7.36522 -0.143
C 5.21882 -2.05250 -7.27084 -0.178
N 6.67450 -1.83813 -7.52573 -0.058
C 7.25553 -0.88495 -6.54408 -0.220
C 6.46918 0.42452 -6.56505 -0.159
H 8.51311 1.20398 -1.73575 0.076
H 7.08371 1.79987 -0.87229 0.085
H 7.05819 1.67413 -2.63261 0.067
H 7.24114 -0.66031 -0.65486 0.119
H 7.27609 -0.86055 -2.38761 0.109
H 5.44094 -0.60390 0.48684 0.141
H 1.47840 0.60486 -3.58783 0.134
H 6.32684 -0.16048 -4.07784 0.086
H 4.62738 -0.30823 -8.36799 0.116
H 3.43192 -0.86047 -7.20179 0.122
H 4.86153 -2.77617 -8.00474 0.097
H 5.11441 -2.46805 -6.27051 0.122
H 6.80218 -1.43981 -8.50634 0.049
H 7.22163 -2.77096 -7.52013 0.038
H 8.30230 -0.73414 -6.81655 0.085
H 7.20078 -1.37012 -5.57401 0.099
H 6.63897 0.90803 -7.52762 0.113
H 6.85127 1.08808 -5.78843 0.125
Te -0.48035 -1.83510 2.47271 1.243
C -2.00011 -2.92211 3.54773 -0.924
C -3.35656 -2.81574 3.58348 -0.257
C -3.98237 -3.76326 4.45068 -0.209
C -3.08896 -4.57903 5.06880 -0.449
S -1.48730 -4.20258 4.58252 0.904
H -3.90421 -2.07929 3.00999 0.064
H -5.05256 -3.82050 4.60286 0.096
H -3.27522 -5.37385 5.77600 0.055

---

(3)
64
Properties=species:S:1:pos:R:3:nbo_charge:R:1 method="wB97M-V/def2-TZVPD" orbital_gap_ha="0.2297 / 0.2307" spin_multiplicity=1 relative_energy_kcal_mol=35.1 e_homo_ev="-7.10 / -7.11" max_force_ev_per_a=1.2
V -1.29098 -1.28720 -0.87082 0.677
S -0.99798 -2.79575 1.01605 -0.065
C 0.57461 -2.63941 0.35455 -0.085
N 0.71646 -1.88195 -0.70106 -0.590
C 2.00045 -1.89763 -1.21166 0.195
C 2.45174 -1.20920 -2.33338 -0.232
C 3.78588 -1.31429 -2.67864 -0.205
C 4.66574 -2.09137 -1.92234 -0.218
C 4.22556 -2.77778 -0.80364 -0.196
C 2.88673 -2.67508 -0.45668 -0.237
S 2.04839 -3.39376 0.89661 0.445
H 1.76081 -0.60374 -2.90694 0.227
H 4.15636 -0.78602 -3.54702 0.221
H 5.70534 -2.15797 -2.21371 0.220
H 4.90821 -3.37461 -0.21372 0.225
C -2.30235 -3.79543 -3.68706 -0.593
C -2.39708 -2.27666 -3.50191 0.051
C -3.85950 -1.82733 -3.46551 -0.610
C -1.63811 -1.54767 -4.61733 -0.599
N -1.76599 -1.94849 -2.25068 -0.331
H -2.77019 -4.08481 -4.62854 0.212
H -2.81340 -4.30284 -2.86919 0.218
H -1.25836 -4.10973 -3.69982 0.214
H -4.33764 -2.07463 -4.41399 0.210
H -3.92731 -0.75439 -3.29575 0.235
H -4.39088 -2.33241 -2.65911 0.218
H -2.09871 -1.76397 -5.58163 0.215
H -0.59823 -1.87607 -4.64336 0.210
H -1.67114 -0.47187 -4.44427 0.219
S -2.78300 0.24755 -0.80007 -0.410
Sb -0.43510 0.70784 1.07977 1.213
C 1.55584 0.57291 2.00575 -0.278
C 2.56559 0.49889 1.04595 -0.275
C 3.89685 0.33904 1.40365 -0.206
C 4.24072 0.23788 2.74485 -0.217
C 3.25054 0.32235 3.71227 -0.208
C 1.91987 0.49326 3.34604 -0.263
C -0.23897 2.76784 0.52652 -0.275
C 0.87986 3.50383 0.90827 -0.257
C 0.99360 4.84257 0.55593 -0.215
C -0.00870 5.46165 -0.17466 -0.197
C -1.12883 4.73677 -0.55447 -0.215
C -1.24515 3.39752 -0.20635 -0.259
C -1.80292 0.88316 2.70228 -0.381
C -2.99382 1.57896 2.50756 -0.220
C -3.91233 1.69774 3.54061 -0.196
C -3.65278 1.11842 4.77469 -0.209
C -2.47770 0.40964 4.96960 -0.231
C -1.55674 0.28996 3.93650 -0.168
H 2.31904 0.57931 -0.00918 0.210
H 4.65697 0.28681 0.63335 0.215
H 5.27516 0.10476 3.03574 0.213
H 3.51015 0.26274 4.76226 0.213
H 1.17889 0.58886 4.12643 0.212
H 1.66739 3.04020 1.48623 0.221
H 1.86909 5.40310 0.85997 0.212
H 0.08069 6.50595 -0.44594 0.211
H -1.91869 5.21023 -1.12409 0.213
H -2.11796 2.83974 -0.52040 0.231
H -3.20669 2.03099 1.54833 0.226
H -4.83291 2.24380 3.37811 0.213
H -4.37033 1.21263 5.57981 0.213
H -2.27750 -0.05960 5.92479 0.212
H -0.66853 -0.30523 4.09046 0.201